--- P ---
23
Properties=species:S:1:pos:R:3:nbo_charge:R:1 method="wB97M-V/def2-TZVPD" homo_ev=-11.935 homo_lumo_gap_ha=0.151 molar_mass_da=115.20 total_charge=+1
N -3.65 0.18 -0.46 -0.683
N 2.30 -1.42 0.67 -0.765
C 2.41 1.05 -0.73 -0.678
C 0.06 0.74 0.15 -0.552
C -2.47 0.67 -0.48 0.009
C -1.35 -1.34 0.51 -0.685
C -1.28 0.08 0.06 -0.005
C 1.17 0.22 -0.73 0.142
H -4.24 0.72 -1.08 0.360
H -0.76 -2.00 -0.12 0.219
H 2.22 1.96 -1.32 0.312
H 1.71 -0.70 0.01 0.248
H 3.23 0.50 -1.21 0.269
H -0.05 1.83 0.20 0.314
H 2.55 -2.37 0.41 0.420
H 0.90 -0.16 -1.72 0.264
H -2.33 1.75 -0.65 0.166
H -2.22 0.96 1.35 0.224
H 2.73 1.32 0.27 0.260
H 0.42 0.49 1.16 0.256
H -0.94 -1.38 1.53 0.220
H -2.38 -1.69 0.55 0.287
H 1.97 -1.40 1.63 0.399


--- Q ---
23
Properties=species:S:1:pos:R:3:nbo_charge:R:1 method="wB97M-V/def2-TZVPD" homo_ev=-13.266 homo_lumo_gap_ha=0.378 molar_mass_da=115.20 total_charge=+1 smiles="C=C(C[C@@H](C)[NH3+])NC"
N 0.03 -0.18 -1.74 -0.825
N -0.41 -1.54 0.55 -0.650
C 0.84 -2.32 0.76 -0.402
C -0.05 1.14 -0.80 0.015
C 0.13 0.91 0.67 -0.517
C 0.95 2.09 -1.36 -0.642
C -1.79 -0.03 2.01 -0.396
C -0.73 -0.16 1.22 0.183
H -1.17 1.50 -1.17 0.223
H 0.63 -2.95 1.64 0.223
H -2.22 0.86 2.39 0.229
H -2.31 -0.86 2.39 0.214
H -0.11 -1.03 -0.94 0.479
H -0.84 -0.22 -2.37 0.428
H 1.14 0.59 0.89 0.232
H -0.07 1.77 1.31 0.276
H 1.90 1.75 -1.10 0.219
H 1.04 3.05 -0.90 0.261
H -1.19 -2.08 0.69 0.387
H 1.57 -1.61 0.99 0.200
H 1.01 -2.77 -0.15 0.206
H 0.73 0.05 -2.57 0.446
H 0.92 2.03 -2.42 0.212


Name the most stable of them. Q.


--- P ---
23
Properties=species:S:1:pos:R:3:nbo_charge:R:1 method="wB97M-V/def2-TZVPD" homo_ev=-12.476 homo_lumo_gap_ha=0.326 molar_mass_da=115.20 total_charge=+1
N 0.65 -1.83 -0.33 -0.756
N 2.42 0.21 2.06 -0.660
C -0.16 2.10 -1.16 -0.655
C -2.91 -0.75 -0.65 -0.654
C -1.20 1.18 -0.59 -0.206
C 1.44 -0.88 0.20 0.111
C 2.32 -0.99 1.28 -0.285
C -1.76 0.05 -1.19 -0.210
H -3.49 -0.03 -0.07 0.231
H 2.44 -1.91 1.85 0.222
H 3.30 0.17 2.60 0.449
H -1.62 1.48 0.38 0.193
H 2.40 0.99 1.39 0.445
H -0.26 -1.48 -0.61 0.423
H -1.36 -0.28 -2.19 0.204
H 0.57 -2.70 0.13 0.397
H -2.50 -1.56 -0.05 0.208
H 1.61 0.27 2.67 0.433
H 0.27 1.60 -2.05 0.220
H 0.68 2.30 -0.45 0.186
H -3.57 -1.15 -1.42 0.241
H 1.30 0.15 -0.23 0.206
H -0.57 3.06 -1.55 0.254


--- Q ---
23
Properties=species:S:1:pos:R:3:nbo_charge:R:1 method="wB97M-V/def2-TZVPD" homo_ev=-12.458 homo_lumo_gap_ha=0.323 molar_mass_da=115.20 total_charge=+1 smiles="C=CC[C@@H]([NH3+])CNC"
N -0.28 1.99 1.53 -0.704
N -1.63 -0.94 -0.42 -0.655
C -1.75 -1.24 -1.84 -0.433
C -1.34 0.50 -0.14 -0.259
C 1.70 -0.93 0.20 -0.228
C -0.11 0.66 0.72 -0.040
C 1.29 0.52 0.03 -0.479
C 2.92 -1.26 0.57 -0.378
H -0.67 2.73 0.87 0.453
H 0.90 -1.76 -0.14 0.247
H 3.66 -0.49 0.92 0.206
H -0.90 -1.98 -2.25 0.197
H -2.36 -1.36 0.13 0.392
H -0.13 -0.19 1.56 0.248
H 3.27 -2.35 0.35 0.234
H 1.30 0.60 -1.16 0.252
H -0.71 1.86 2.43 0.452
H -1.50 -0.20 -2.51 0.176
H 1.98 1.24 0.36 0.221
H -2.36 0.87 0.38 0.204
H -2.67 -1.65 -2.33 0.229
H -1.26 1.01 -1.08 0.222
H 0.66 2.37 1.82 0.441


Name the most stable of them. P.